1.
11
Properties=species:S:1:pos:R:3:lowdin_spin:R:1 method="wB97M-V/def2-TZVPD" spin_multiplicity=8 energy_ha=-1052.608414 lumo_energy_ev="-0.9036 / -0.8946" gap_ev="4.640 / 5.327" charge=0 e_above_lowest_kcal_mol=77.5 homo_energy_ev="-5.5 / -6.2"
C -1.328 -1.579 -1.448 0.13
C -1.735 -0.889 -0.282 -0.24
H -0.827 -1.037 -2.264 0.01
H -2.797 -0.968 -0.007 -0.01
H -1.840 -2.528 -1.674 0.00
O 1.399 0.747 0.640 -0.01
C 0.402 1.501 0.522 -0.01
O -0.781 1.055 0.496 -0.05
O 0.531 2.814 0.439 0.00
Eu 0.337 -1.306 0.934 7.18
H 1.193 3.035 -0.230 0.00

---

2.
49
Properties=species:S:1:pos:R:3:nbo_charge:R:1 method="wB97M-V/def2-TZVPD" smiles="C=CC(=O)N1CCC(C[C@H](NC(=O)OC(C)(C)C)C(=O)O)CC1" energy_ha=-1111.017752 lumo_energy_ev=0.5033 gap_ev=9.424 charge=0 e_above_lowest_kcal_mol=0.0 homo_energy_ev=-8.9
C 3.801 2.970 -3.650 -0.30
C 3.605 2.982 -2.276 -0.31
C 4.047 1.920 -1.371 0.62
O 5.006 1.212 -1.739 -0.63
N 3.483 1.761 -0.098 -0.43
C 2.265 2.383 0.303 -0.21
C 1.226 1.341 0.686 -0.41
C 1.732 0.367 1.694 -0.22
C 0.649 -0.658 2.099 -0.38
C 0.260 -1.680 1.016 -0.15
N -1.190 -1.780 0.929 -0.64
C -2.006 -1.094 0.074 0.90
O -1.527 -0.221 -0.625 -0.67
O -3.316 -1.417 0.180 -0.54
C -4.367 -0.781 -0.590 0.29
C -4.572 0.702 -0.064 -0.64
C -4.116 -0.808 -2.110 -0.65
C -5.667 -1.624 -0.351 -0.62
C 0.859 -3.074 1.344 0.79
O 1.912 -3.431 0.879 -0.57
O 0.145 -3.856 2.218 -0.70
C 3.021 -0.312 1.193 -0.42
C 4.072 0.765 0.855 -0.22
H 3.458 3.815 -4.259 0.20
H 4.373 2.160 -4.053 0.22
H 3.092 3.865 -1.858 0.20
H 1.846 3.026 -0.477 0.22
H 2.474 3.050 1.126 0.18
H 0.984 0.806 -0.242 0.22
H 0.324 1.815 1.091 0.21
H 2.015 0.939 2.620 0.20
H -0.241 -0.107 2.404 0.23
H 1.088 -1.230 2.949 0.21
H 0.682 -1.371 0.046 0.25
H -1.627 -2.524 1.477 0.41
H -3.657 1.263 -0.176 0.23
H -5.413 1.121 -0.624 0.21
H -4.853 0.662 1.009 0.21
H -3.360 -0.061 -2.398 0.24
H -3.753 -1.805 -2.359 0.22
H -5.042 -0.595 -2.680 0.22
H -5.638 -2.537 -0.921 0.21
H -5.756 -1.874 0.712 0.22
H -6.567 -1.105 -0.677 0.22
H 0.688 -4.651 2.298 0.50
H 3.430 -1.023 1.945 0.22
H 2.813 -0.881 0.267 0.21
H 4.950 0.279 0.417 0.25
H 4.369 1.293 1.765 0.19

---

3.
12
Properties=species:S:1:pos:R:3:nbo_charge:R:1 method="wB97M-V/def2-TZVPD" smiles=Cc1ccn[nH]1 energy_ha=-265.515473 lumo_energy_ev=0.9779 gap_ev=9.999 charge=0 e_above_lowest_kcal_mol=12.6 homo_energy_ev=-9.0
C 0.152 -0.204 1.720 -0.64
C -0.092 -0.079 0.250 0.14
C -0.266 1.047 -0.525 -0.36
C -0.156 0.591 -1.854 -0.05
N 0.032 -0.719 -1.912 -0.27
N 0.059 -1.102 -0.627 -0.33
H -0.738 0.007 2.320 0.23
H 0.514 -1.202 1.988 0.22
H 0.927 0.519 1.999 0.23
H -0.424 2.055 -0.168 0.23
H -0.170 1.168 -2.771 0.21
H 0.162 -2.083 -0.420 0.40

---

4.
80
Properties=species:S:1:pos:R:3:lowdin_spin:R:1 method="wB97M-V/def2-TZVPD" spin_multiplicity=6 energy_ha=-2327.053135 lumo_energy_ev="-5.7366 / -6.7629" gap_ev="7.068 / 6.934" charge=+2 e_above_lowest_kcal_mol=0.0 homo_energy_ev="-12.8 / -13.7"
Ru -0.140 0.925 0.022 3.67
C -1.611 1.419 3.100 0.01
C -0.187 1.022 3.352 0.01
C 0.281 0.878 4.654 0.00
C 1.597 0.526 4.868 0.00
C 2.435 0.354 3.776 0.00
C 1.914 0.521 2.506 0.01
N 0.621 0.819 2.301 0.11
C 2.778 0.441 1.289 0.01
C 4.159 0.336 1.374 0.00
C 4.903 0.374 0.209 0.00
C 4.262 0.520 -1.008 0.00
C 2.876 0.596 -1.026 0.01
N 2.167 0.544 0.105 0.08
C 2.100 0.747 -2.293 0.01
C 2.738 0.773 -3.521 0.00
C 1.977 0.910 -4.671 0.00
C 0.607 0.997 -4.555 0.00
C 0.020 0.948 -3.296 0.01
C -1.470 0.982 -3.162 0.01
N 0.762 0.839 -2.182 0.08
H -2.046 1.864 3.992 0.00
H -2.228 0.554 2.844 0.00
H -1.671 2.143 2.288 0.01
H -0.393 1.048 5.483 0.00
H 1.978 0.400 5.873 0.00
H 3.471 0.098 3.932 0.00
H 4.658 0.250 2.326 0.00
H 5.982 0.303 0.250 0.00
H 4.842 0.575 -1.915 0.00
H 3.809 0.687 -3.598 0.00
H 2.454 0.938 -5.642 0.00
H -0.023 1.094 -5.429 0.00
H -1.942 1.154 -4.126 0.00
H -1.785 1.776 -2.484 0.00
H -1.830 0.017 -2.793 0.00
N -2.517 0.778 -0.065 0.10
C -3.328 1.985 0.081 0.01
C -4.647 1.832 0.486 0.00
C -5.482 2.930 0.602 0.00
C -4.992 4.191 0.296 0.00
C -3.675 4.338 -0.103 0.00
C -2.810 3.245 -0.213 0.01
C -1.391 3.537 -0.558 0.11
C -1.095 4.450 -1.574 0.02
C 0.198 4.921 -1.751 0.04
C 1.221 4.520 -0.896 0.02
C 0.956 3.586 0.093 0.11
C -0.324 3.026 0.199 0.39
H -2.830 0.098 0.623 0.00
H -2.729 0.355 -0.966 0.00
H -5.028 0.839 0.698 0.00
H -6.507 2.799 0.922 0.00
H -5.629 5.060 0.381 0.00
H -3.289 5.330 -0.300 0.00
H -1.892 4.816 -2.209 0.00
H 0.400 5.642 -2.532 0.00
H 2.210 4.948 -0.992 0.00
H 1.746 3.278 0.769 0.01
S -1.649 -5.798 0.082 0.00
C -1.126 -4.104 0.171 0.00
C -1.539 -3.296 1.226 0.00
C -1.148 -1.971 1.250 0.01
N -0.383 -1.414 0.304 0.07
C 0.028 -2.200 -0.703 0.01
C -0.320 -3.531 -0.809 0.00
C -0.031 -6.556 0.127 0.00
C 0.612 -6.771 1.337 0.00
C 1.868 -7.357 1.313 0.00
N 2.492 -7.731 0.197 0.00
C 1.848 -7.541 -0.952 0.00
C 0.590 -6.962 -1.045 0.00
H -2.149 -3.699 2.023 0.00
H -1.427 -1.333 2.080 0.00
H 0.658 -1.733 -1.450 0.00
H 0.036 -4.119 -1.644 0.00
H 0.145 -6.499 2.274 0.00
H 2.399 -7.539 2.240 0.00
H 2.361 -7.873 -1.848 0.00
H 0.103 -6.849 -2.005 0.00

---

5.
53
Properties=species:S:1:pos:R:3:nbo_charge:R:1 method="wB97M-V/def2-TZVPD" smiles="C=C/C=C/C(=C)CC.O.O.O.O.O.O.O.O.O.O.O" energy_ha=-1152.768065 lumo_energy_ev=-0.2592 gap_ev=9.039 charge=0 e_above_lowest_kcal_mol=14.6 homo_energy_ev=-9.3
C 2.203 2.512 1.479 -0.39
C 1.235 1.895 0.796 -0.22
C 0.657 0.567 1.154 -0.22
C 1.436 -0.364 1.698 -0.21
C 1.011 -1.677 2.220 -0.03
C 1.837 -2.719 2.235 -0.40
C -0.428 -1.801 2.686 -0.44
C -0.824 -0.784 3.742 -0.61
H 2.629 3.443 1.131 0.20
H 2.506 2.098 2.430 0.19
H 0.790 2.501 0.012 0.21
H -0.332 0.534 0.714 0.20
H 2.407 -0.043 2.066 0.22
H 2.808 -2.649 1.752 0.20
H 1.641 -3.734 2.555 0.21
H -0.639 -2.856 2.884 0.22
H -1.104 -1.755 1.813 0.20
H -0.649 0.222 3.379 0.21
H -0.274 -0.889 4.675 0.22
H -1.901 -0.811 3.930 0.22
O -3.239 1.972 -2.740 -0.95
H -3.241 1.223 -2.139 0.47
H -2.464 1.910 -3.305 0.48
O 0.580 1.281 -3.432 -0.94
H 0.402 0.334 -3.512 0.47
H 0.130 1.571 -4.237 0.47
O -2.945 -0.586 0.747 -0.95
H -3.492 0.096 1.151 0.49
H -2.057 -0.400 1.060 0.46
O -1.732 -0.880 -3.933 -0.98
H -1.529 -1.540 -4.597 0.48
H -1.300 -1.080 -3.091 0.48
O -2.441 2.188 0.512 -0.97
H -3.063 2.743 0.021 0.49
H -1.634 2.605 0.173 0.49
O -0.742 -4.419 -0.789 -0.96
H -0.640 -3.874 -0.009 0.48
H -0.126 -4.189 -1.487 0.49
O -0.863 -1.813 -1.414 -0.98
H -1.522 -2.509 -1.381 0.52
H -1.255 -1.025 -1.013 0.50
O 2.563 2.968 -2.335 -0.95
H 2.423 3.173 -1.405 0.45
H 2.303 2.036 -2.400 0.50
O -0.794 4.492 1.098 -0.95
H 0.126 4.703 1.288 0.47
H -1.064 3.975 1.867 0.48
O 2.583 -0.213 -2.132 -0.98
H 3.529 -0.195 -1.949 0.47
H 2.315 -1.023 -1.647 0.49
O 1.697 -2.568 -1.027 -0.98
H 1.660 -2.491 -0.061 0.48
H 0.823 -2.157 -1.233 0.49

---

6.
9
Properties=species:S:1:pos:R:3:nbo_charge:R:1 method="wB97M-V/def2-TZVPD" smiles=O.O.O energy_ha=-229.315709 lumo_energy_ev=0.4124 gap_ev=11.042 charge=0 e_above_lowest_kcal_mol=5.9 homo_energy_ev=-10.6
O 3.250 25.157 10.442 -0.96
H 2.908 25.173 9.545 0.46
H 2.697 24.516 10.908 0.49
O 1.556 23.657 12.320 -0.98
H 1.746 24.027 13.186 0.47
H 0.772 23.099 12.448 0.50
O -1.004 22.499 12.679 -0.96
H -1.585 22.686 11.935 0.48
H -1.588 22.344 13.426 0.48

---

7.
50
Properties=species:S:1:pos:R:3:lowdin_spin:R:1 method="wB97M-V/def2-TZVPD" spin_multiplicity=5 energy_ha=-5392.216165 lumo_energy_ev="1.0793 / 1.7188" gap_ev="8.521 / 9.240" charge=-1 homo_energy_ev="-7.4 / -7.5"
Cr -0.348 0.006 0.243 3.69
N 1.224 1.075 3.995 0.00
S 0.123 0.170 4.454 0.00
O 0.334 -0.726 5.583 0.00
O -0.918 -0.150 3.485 0.00
F -0.644 1.309 5.325 0.00
S 1.831 -0.064 2.970 0.01
O 1.110 -0.196 1.700 0.05
O 2.505 -1.245 3.493 0.00
F 2.976 0.898 2.487 0.00
N -0.996 1.780 0.857 0.03
S -0.581 3.141 1.449 0.01
O -0.216 3.230 2.872 0.01
O -0.993 4.361 0.766 0.01
F 0.866 2.817 0.749 0.00
S -2.692 2.242 1.055 0.01
O -3.319 3.060 0.081 0.01
O -3.072 2.357 2.464 0.01
F -3.270 0.708 0.763 0.01
N -1.383 -1.700 0.346 0.04
S -1.386 -2.991 1.136 0.01
O -0.828 -4.161 0.483 0.01
O -2.206 -3.150 2.277 0.00
F -0.009 -2.521 1.835 0.01
S -2.629 -2.277 -0.704 0.01
O -3.894 -2.727 -0.073 0.01
O -2.178 -2.973 -1.879 0.01
F -3.032 -0.860 -1.293 0.01
C -1.041 0.997 -2.641 0.02
C -0.114 -0.202 -2.587 0.01
N 0.907 -0.144 -1.570 -0.01
C 1.892 -1.234 -1.745 0.00
C 1.413 -2.651 -1.249 0.00
C 1.674 1.139 -1.525 0.01
C 2.538 1.424 -2.795 0.00
H -1.917 0.810 -3.262 0.00
H -0.617 1.895 -3.089 0.00
H -1.410 1.162 -1.628 0.01
H -0.703 -1.114 -2.677 0.00
H 0.411 -0.091 -3.536 0.00
H 2.160 -1.270 -2.801 0.00
H 2.844 -0.948 -1.296 0.00
H 0.442 -2.871 -1.694 0.00
H 2.142 -3.430 -1.470 0.00
H 1.248 -2.612 -0.172 0.00
H 2.351 1.168 -0.672 0.00
H 1.008 1.990 -1.378 0.00
H 2.059 1.552 -3.766 0.00
H 3.313 0.660 -2.850 0.00
H 3.024 2.359 -2.516 0.00

---

8.
16
Properties=species:S:1:pos:R:3:nbo_charge:R:1 method="wB97M-V/def2-TZVPD" smiles=C#CC[C@]1(C)CN1 energy_ha=-288.642909 lumo_energy_ev=1.0356 gap_ev=10.206 charge=0 e_above_lowest_kcal_mol=87.3 homo_energy_ev=-9.2
C 2.909 -0.375 0.048 -0.27
C 1.823 -0.398 -0.476 0.02
C 0.488 -0.423 -1.098 -0.49
C -0.553 0.035 -0.081 0.13
C -0.548 1.583 0.118 -0.64
C -0.929 -1.110 0.947 -0.28
N -1.832 -0.597 -0.042 -0.61
H 3.874 -0.377 0.507 0.24
H 0.519 0.182 -2.013 0.23
H 0.235 -1.447 -1.377 0.25
H 0.306 2.071 -0.378 0.22
H -0.541 1.920 1.157 0.22
H -1.444 2.029 -0.356 0.21
H -0.861 -2.213 0.839 0.20
H -0.805 -0.828 1.987 0.19
H -2.640 -0.051 0.215 0.37

---

9.
19
Properties=species:S:1:pos:R:3:nbo_charge:R:1 method="wB97M-V/def2-TZVPD" energy_ha=-807.532772 lumo_energy_ev=-0.5016 gap_ev=7.730 charge=0 e_above_lowest_kcal_mol=115.8 homo_energy_ev=-8.2
C 1.267 -0.879 0.269 0.21
C -1.545 0.792 -0.519 0.18
C 2.761 -1.054 0.141 -0.66
C -0.298 2.743 0.265 -0.43
C -0.819 -1.198 -0.892 0.06
N 0.499 -1.135 -0.710 -0.51
N -0.584 1.376 -0.160 -0.45
N -1.654 -1.774 0.145 0.48
O -1.187 -1.942 1.254 -0.41
O -2.843 -1.975 -0.133 -0.43
I -3.552 0.961 -0.915 0.24
H 0.767 -0.604 1.257 0.18
H 3.290 -1.570 0.951 0.23
H 2.955 -1.456 -0.752 0.23
H 3.088 0.005 0.313 0.22
H -0.223 3.430 -0.536 0.22
H 0.646 2.692 0.859 0.22
H -1.185 3.086 0.947 0.21
H -1.383 -1.501 -1.781 0.22

---

10.
15
Properties=species:S:1:pos:R:3:nbo_charge:R:1 method="wB97M-V/def2-TZVPD" energy_ha=-3518.065202 lumo_energy_ev=-0.0709 gap_ev=9.039 charge=0 e_above_lowest_kcal_mol=16.2 homo_energy_ev=-9.1
C 2.144 0.553 -1.634 -0.64
C -1.259 -0.551 2.189 -1.14
C 0.987 -0.090 -0.784 -0.06
O 0.111 0.943 -0.442 -0.77
Si -1.900 -0.042 0.428 1.48
Cl -2.743 -1.369 -0.733 -0.32
Br -3.247 1.637 0.345 -0.25
H 1.663 1.195 -2.476 0.21
H 2.539 1.344 -1.044 0.21
H 2.872 -0.107 -2.101 0.21
H -1.779 -0.117 3.057 0.27
H -1.208 -1.727 2.290 0.26
H -0.137 -0.315 2.104 0.28
H 1.442 -0.495 0.135 0.13
H 0.514 -0.858 -1.334 0.14

---

11.
93
Properties=species:S:1:pos:R:3:mulliken_charge:R:1 method="wB97M-V/def2-TZVPD" energy_ha=-3457.130217 lumo_energy_ev=4.3363 gap_ev=7.133 charge=-2 e_above_lowest_kcal_mol=40.9 homo_energy_ev=-2.8
Sr -0.935 0.020 -1.585 1.37
O -5.064 -0.405 -2.862 -0.84
C -4.038 -0.620 -2.207 -0.10
O -2.856 -0.692 -2.667 -0.79
C -4.205 -0.875 -0.670 0.20
C -3.077 -1.729 -0.030 -0.08
C -3.552 -2.281 1.315 -0.94
C -3.556 -0.991 2.179 -0.76
C -2.988 0.047 1.194 -0.44
O -2.102 -0.757 0.405 0.52
C -4.085 0.462 0.190 0.41
C -3.668 1.684 -0.666 -0.89
O -4.534 2.538 -0.915 -0.88
O -2.452 1.742 -1.013 -0.01
H -5.180 -1.343 -0.538 0.48
H -2.626 -2.449 -0.709 0.47
H -2.839 -3.012 1.698 0.17
H -4.533 -2.752 1.239 0.43
H -2.905 -1.091 3.048 0.19
H -4.555 -0.716 2.519 0.38
H -2.449 0.876 1.646 0.51
H -5.022 0.726 0.677 0.47
O 1.244 -1.492 -3.500 -0.74
S 1.410 -1.340 -2.062 0.44
O 2.656 -1.919 -1.548 -0.60
O 1.386 0.158 -1.713 -0.62
O 0.222 -1.981 -1.338 -0.86
N -0.986 1.608 -3.669 -0.61
C -2.015 1.659 -4.193 0.54
N -3.210 1.741 -4.770 0.15
C -3.200 1.953 -6.216 -0.72
C -2.978 3.428 -6.507 -0.47
O -3.956 4.229 -5.862 -0.44
C -3.964 4.023 -4.441 -0.51
C -4.216 2.573 -4.091 0.40
H -4.173 1.640 -6.600 0.35
H -2.417 1.339 -6.661 0.46
H -3.061 3.639 -7.575 0.37
H -1.973 3.713 -6.166 0.27
H -4.750 4.665 -4.047 0.40
H -3.001 4.338 -4.020 0.28
H -5.193 2.246 -4.448 0.24
H -4.167 2.415 -3.015 -0.50
C 0.424 -1.208 4.463 -0.72
Si 2.138 -0.754 3.745 0.69
C 3.300 -1.435 5.075 -1.28
C 2.163 1.116 4.101 -1.01
Sb 1.778 -0.943 1.172 -0.02
Si 4.199 -0.291 0.703 0.66
C 4.084 1.538 0.257 -0.87
C 5.282 -1.020 -0.632 -1.19
C 5.316 -0.338 2.230 -1.20
Si 1.979 -3.494 1.289 0.93
C 0.273 -4.055 1.856 -1.08
C 3.152 -4.158 2.608 -1.07
C 2.318 -4.520 -0.229 -1.08
H 0.192 -0.579 5.330 0.49
H 0.374 -2.255 4.781 0.30
H -0.361 -1.057 3.717 -0.35
H 2.949 -1.043 6.034 0.37
H 4.335 -1.117 4.924 0.31
H 3.309 -2.524 5.127 0.41
H 1.977 1.306 5.164 0.52
H 1.377 1.598 3.513 0.00
H 3.114 1.590 3.832 0.32
H 3.276 1.667 -0.471 -0.02
H 5.013 1.897 -0.197 0.47
H 3.854 2.153 1.133 0.20
H 4.770 -0.978 -1.592 0.30
H 5.507 -2.076 -0.453 0.27
H 6.215 -0.449 -0.670 0.42
H 4.941 0.299 3.036 0.28
H 6.319 0.007 1.956 0.43
H 5.400 -1.352 2.634 0.20
H -0.093 -3.473 2.707 0.18
H 0.279 -5.114 2.136 0.51
H -0.434 -3.913 1.033 0.11
H 2.849 -3.827 3.603 0.16
H 4.181 -3.816 2.453 0.25
H 3.144 -5.254 2.593 0.37
H 1.728 -4.140 -1.063 0.18
H 2.049 -5.563 -0.030 0.40
H 3.362 -4.454 -0.544 0.23
C 0.273 3.307 -0.901 -0.50
C 0.576 2.970 0.533 0.94
C 1.337 3.992 1.349 -1.47
O 0.228 1.921 1.031 -0.14
H 0.533 4.335 -1.150 0.47
H -0.782 3.104 -1.105 -0.20
H 0.846 2.621 -1.535 0.13
H 0.628 4.753 1.690 0.41
H 2.097 4.488 0.742 0.42
H 1.794 3.519 2.216 0.13

---

12.
10
Properties=species:S:1:pos:R:3:nbo_charge:R:1 method="wB97M-V/def2-TZVPD" energy_ha=-359.320468 lumo_energy_ev=0.5074 gap_ev=10.339 charge=0 e_above_lowest_kcal_mol=94.1 homo_energy_ev=-9.8
O 1.393 0.790 -0.081 -0.59
C 1.360 -0.533 -0.426 0.40
C 0.979 0.784 1.289 0.51
N 0.271 -1.157 -0.622 -0.45
C -0.925 -0.453 -0.539 -0.08
C -1.204 0.547 0.306 0.06
O -0.325 0.870 1.331 -0.48
H 2.320 -1.045 -0.494 0.19
H -1.698 -0.824 -1.200 0.22
H -2.173 1.023 0.436 0.22